1.
15
Properties=species:S:1:pos:R:3:forces:R:3:lowdin_charge:R:1 method="wB97M-V/def2-TZVPD" molar_mass_da=89.12 homo_lumo_gap_ha=0.2533 multiplicity=1 charge=-1 fmax_ev_per_a=1.34 e_tot_ev=-8283.9161 homo_ha=-0.088 smiles=NCCNC[O-]
N -1.939 -1.181 1.315 0.804 -0.209 0.345 -0.035
C -0.560 -0.619 1.335 -0.902 0.971 0.181 -0.280
C -0.387 0.588 0.393 0.301 -0.140 0.308 -0.301
N -0.158 0.133 -0.959 0.718 -0.787 -0.130 -0.079
C 1.347 0.080 -1.323 0.577 1.063 0.586 -0.547
O 2.086 1.091 -0.843 -0.419 -0.602 -0.022 -0.361
H -2.530 -0.424 1.008 -0.323 -0.144 -0.258 0.033
H -1.984 -1.934 0.647 -0.174 0.140 -0.328 0.036
H 0.191 -1.366 1.094 -0.071 -0.119 -0.047 0.098
H -0.396 -0.274 2.360 0.231 -0.054 0.084 0.082
H 0.450 1.179 0.773 0.491 -0.050 -0.289 0.082
H -1.216 1.311 0.493 -0.287 -0.509 -0.170 0.099
H -0.593 0.660 -1.687 -0.320 0.680 0.050 0.052
H 1.721 -0.935 -1.031 -0.246 0.000 0.238 0.063
H 1.350 0.074 -2.423 -0.379 -0.242 -0.547 0.058

=====

2.
15
Properties=species:S:1:pos:R:3:forces:R:3:lowdin_charge:R:1 method="wB97M-V/def2-TZVPD" molar_mass_da=89.12 homo_lumo_gap_ha=0.2662 multiplicity=1 charge=-1 fmax_ev_per_a=0.77 e_tot_ev=-8283.5048 homo_ha=-0.102
N 2.656 -0.459 0.450 0.081 -0.529 -0.505 -0.048
C 1.454 -0.918 1.198 -0.387 -0.107 0.125 -0.609
O 0.338 -0.597 0.537 0.183 -0.134 0.112 -0.344
H 3.506 -0.388 0.993 -0.066 0.313 0.165 0.015
H 2.398 0.398 -0.021 0.146 0.167 0.210 0.029
H 1.590 -2.020 1.351 0.084 0.018 -0.052 0.065
H 1.471 -0.488 2.235 0.127 0.095 0.057 0.063
C -1.931 1.240 -0.123 -0.277 -0.712 -0.094 -0.178
C -1.423 -0.254 -1.801 -0.422 -0.527 -0.107 -0.109
N -2.159 0.722 -1.482 0.300 0.653 0.093 -0.112
H -1.354 2.157 -0.220 0.000 0.191 0.066 0.061
H -1.357 0.526 0.485 -0.022 0.273 0.025 0.034
H -2.897 1.472 0.329 -0.025 0.125 0.036 0.049
H -1.505 -0.583 -2.840 0.039 -0.185 0.009 0.042
H -0.789 -0.807 -1.090 0.237 0.359 -0.140 0.040

=====

What are the energy relative to the best compared isomer or geometry (same formula, charge and spin) values for these records? In order: 98.8, 138.5 kJ/mol.